# C22H22HgN2SSe

C22H22HgN2SSe as an isolated structure in a non-equilibrium geometry (the ωB97M-V functional and the def2-TZVPD basis, the OMol25 dataset).

Results
Net charge = -1
HOMO-LUMO gap (spin up / spin down) = 5.609 / 5.469 eV
DFT total energy = -106507.3093 eV
Molar mass = 626.0 g/mol
Largest force on an atom = 1.1 eV Å⁻¹
Spin multiplicity = 2
Energy relative to the best compared isomer or geometry (same formula, charge and spin) = 0.0 kcal per mole

Atoms and positions in Å:
Hg1 -0.03307 0.14458 1.09782
C1 2.00955 -3.09501 0.92841
N1 1.59773 -3.72185 -0.31534
C2 1.28084 -5.12191 -0.13629
C3 0.56032 -2.97549 -1.02678
C4 -0.83766 -2.99848 -0.43582
C5 -1.74478 -3.98037 -0.84368
C6 -3.05616 -3.97330 -0.38935
C7 -3.47785 -2.97376 0.47982
C8 -2.57588 -2.00390 0.90557
C9 -1.26684 -2.02879 0.45575
H1 2.91794 -3.58660 1.28737
H2 1.24763 -3.14612 1.72056
H3 2.23892 -2.04362 0.74569
H4 2.13842 -5.62129 0.32062
H5 1.09724 -5.58358 -1.10996
H6 0.40314 -5.29692 0.50480
H7 0.52418 -3.37355 -2.04682
H8 0.89677 -1.93892 -1.08420
H9 -1.41903 -4.74747 -1.54083
H10 -3.75444 -4.72735 -0.73323
H11 -4.51226 -2.92841 0.80135
H12 -2.91475 -1.21792 1.57133
Se1 -1.94890 2.00764 -0.69572
C10 -2.78678 3.67830 -0.34383
C11 -2.96532 4.16093 0.95882
C12 -3.60952 5.36904 1.19047
C13 -4.09697 6.12783 0.13325
C14 -3.91976 5.66327 -1.16516
C15 -3.27068 4.45936 -1.40260
H13 -2.59399 3.57266 1.78834
H14 -3.73950 5.72177 2.20837
H15 -4.60730 7.06548 0.31831
H16 -4.29334 6.24525 -2.00129
H17 -3.13332 4.10145 -2.41519
S1 3.38420 -0.58769 -2.50038
C16 2.09094 0.36597 -1.81594
N2 2.32315 0.89214 -0.67250
C17 3.60056 0.59188 -0.23381
C18 4.16800 1.02449 0.96429
C19 5.46631 0.65798 1.25350
C20 6.20584 -0.13825 0.36995
C21 5.65805 -0.58413 -0.81688
C22 4.34778 -0.21167 -1.10966
H18 1.15265 0.48270 -2.34673
H19 3.58087 1.64002 1.63313
H20 5.92471 0.98405 2.17829
H21 7.22452 -0.40754 0.61951
H22 6.22196 -1.20832 -1.49741